(1)
# H14O7Pt

H14O7Pt as an isolated structure at a distorted geometry (wB97M-V/def2-TZVPD, the OMol25 dataset).

The geometry in ORCA input format:
```
! RIJCOSX wB97M-V def2-TZVPD def2/J DEFGRID3
* xyz 2 3
Pt -0.01 -0.08 -0.01
O 0.41 1.39 -1.79
H 0.66 1.18 -2.70
H 0.48 2.35 -1.72
O 1.58 -1.91 0.42
H 2.49 -2.22 0.35
H 1.15 -2.56 0.99
O 1.96 0.96 0.75
H 2.87 0.97 0.43
H 1.94 1.57 1.49
O -0.79 -0.98 1.90
H -0.71 -1.82 2.37
H -1.18 -0.37 2.54
O -0.84 1.90 1.01
H -0.93 2.01 1.97
H -0.78 2.80 0.67
O -2.26 -0.12 -0.52
H -2.83 -0.66 -1.09
H -2.84 0.55 -0.13
O 0.01 -1.41 -2.04
H 0.25 -1.47 -2.97
H -0.64 -2.10 -1.92
*
```

The relative energy (zero: lowest compared OMol25 entry of this formula, charge and spin) comes out at 9.3 kcal per mole. The highest occupied orbital energy (spin up / spin down) comes out at -18.1 / -17.8 eV. The HOMO-LUMO gap (spin up / spin down) comes out at 10.9 / 9.0 eV. Its LUMO energy (spin up / spin down) is -0.2625 / -0.3230 Eh.



(2)
# C8H12O2

A 2-piece molecular cluster, C8H12O2 overall at a distorted geometry (wB97M-V/def2-TZVPD, the OMol25 dataset).

The geometry in ORCA input format:
```
! RIJCOSX wB97M-V def2-TZVPD def2/J DEFGRID3
* xyz 0 1
O -6.34 0.14 -1.90
C -4.44 1.49 -1.38
C -4.50 -0.93 -0.79
C -3.17 1.48 -0.69
C -3.27 -0.85 -0.10
C -5.10 0.22 -1.36
C -2.58 0.35 -0.08
C 0.00 0.00 0.00
C -1.30 0.41 0.76
H -6.59 -0.82 -1.91
H -4.76 2.47 -1.74
H -4.99 -1.90 -0.93
H -2.61 2.41 -0.53
H -2.86 -1.76 0.38
H 0.31 0.67 -0.82
H -0.15 -1.02 -0.41
H 0.81 -0.03 0.75
H -1.48 -0.23 1.65
H -1.21 1.46 1.11
O -0.23 4.44 0.51
H -0.24 4.60 1.48
H 0.59 3.92 0.36
*
```

Its SMILES is CCc1ccc(O)cc1.O. The relative energy (zero: lowest compared OMol25 entry of this formula, charge and spin) comes out at 6.1 kcal per mole. The highest occupied orbital energy comes out at -8.3 eV. The HOMO-LUMO gap comes out at 9.0 eV. Its LUMO energy is 0.0259 Eh.



(3)
# C24H38NO2P3Sn

C24H38NO2P3Sn as an isolated structure at a distorted geometry (wB97M-V/def2-TZVPD, the OMol25 dataset).

The geometry in ORCA input format:
```
! RIJCOSX wB97M-V def2-TZVPD def2/J DEFGRID3
* xyz 4 1
P -1.02 -2.87 2.13
C -1.99 -2.39 3.60
H -2.42 -3.26 4.10
H -2.75 -1.66 3.26
H -1.30 -1.82 4.25
C -2.09 -4.03 1.19
H -1.49 -4.44 0.35
H -2.91 -3.44 0.74
H -2.46 -4.83 1.85
C 0.31 -4.02 2.70
H -0.13 -4.91 3.19
H 0.98 -3.43 3.36
H 0.90 -4.30 1.81
P 3.50 1.64 0.61
C 3.94 2.80 1.95
H 4.93 3.24 1.83
H 3.82 2.24 2.90
H 3.13 3.55 1.95
C 4.71 0.27 0.71
H 4.65 -0.34 -0.21
H 4.39 -0.40 1.54
H 5.73 0.64 0.87
C 4.02 2.42 -0.97
H 5.10 2.66 -0.96
H 3.36 3.29 -1.14
H 3.80 1.70 -1.79
P -2.33 2.15 -1.93
C -3.46 3.50 -1.46
H -4.29 3.65 -2.18
H -2.87 4.43 -1.35
H -3.85 3.29 -0.44
C -1.90 2.49 -3.69
H -2.74 2.94 -4.25
H -1.60 1.53 -4.17
H -1.00 3.13 -3.71
C -3.33 0.66 -2.11
H -4.21 0.83 -2.74
H -3.60 0.28 -1.12
H -2.74 -0.12 -2.61
Sn 0.68 -1.27 -1.49
C 0.94 -0.48 0.71
O 0.85 -0.08 1.78
C -0.37 1.46 -0.91
O 0.22 2.15 -0.16
C 1.29 -1.16 -3.65
C 0.05 -1.85 -3.52
C -0.02 -3.03 -2.72
C 1.13 -3.49 -2.05
C 2.34 -2.79 -2.16
C 2.42 -1.58 -2.88
H 1.36 -0.29 -4.34
H -0.86 -1.49 -4.06
H -1.00 -3.58 -2.67
H 1.06 -4.42 -1.47
H 3.25 -3.20 -1.69
H 3.34 -1.01 -2.95
N -2.50 0.79 1.19
C -2.44 1.47 2.14
C -2.47 2.32 3.27
C -2.21 3.68 3.11
C -2.43 4.55 4.16
C -2.81 4.04 5.41
C -2.96 2.66 5.60
C -2.78 1.80 4.53
H -1.84 4.06 2.14
H -2.32 5.63 4.02
H -2.97 4.72 6.25
H -3.23 2.27 6.58
H -2.88 0.72 4.66
*
```

The relative energy (zero: lowest compared OMol25 entry of this formula, charge and spin) comes out at 0.0 kcal per mole. The highest occupied orbital energy (spin up / spin down) comes out at -17.7 / -17.8 eV. The HOMO-LUMO gap (spin up / spin down) comes out at 3.7 / 3.5 eV. Its LUMO energy (spin up / spin down) is -0.5163 / -0.5268 Eh.



(4)
# C8H12

A single C8H12 molecule at a distorted geometry (wB97M-V/def2-TZVPD, the OMol25 dataset).

The geometry in ORCA input format:
```
! RIJCOSX wB97M-V def2-TZVPD def2/J DEFGRID3
* xyz 0 1
C 2.09 -0.99 0.16
C 0.55 -1.17 0.35
C 0.02 -2.36 0.18
C -1.42 0.12 -0.41
C -0.28 -0.01 0.29
C 0.38 1.26 0.70
C -0.27 1.71 1.82
C -1.52 0.96 -1.66
H 2.38 -0.85 -0.93
H 2.52 -1.97 0.49
H 2.41 0.04 0.60
H -0.92 -2.32 -0.31
H 0.60 -3.24 0.40
H -2.17 -0.66 -0.43
H 1.19 1.53 0.02
H -1.24 2.22 1.89
H 0.37 1.92 2.73
H -1.09 0.55 -2.65
H -1.00 2.05 -1.53
H -2.61 1.22 -1.73
*
```

Its SMILES is C=C/C(=C\C)C(=C)C. The relative energy (zero: lowest compared OMol25 entry of this formula, charge and spin) comes out at 140.1 kcal per mole. The highest occupied orbital energy comes out at -7.4 eV. The HOMO-LUMO gap comes out at 7.4 eV. Its LUMO energy is 0.0022 Eh.



(5)
# C8H8INO2

C8H8INO2 as an isolated structure (wB97M-V/def2-TZVPD, the OMol25 dataset).

The geometry in ORCA input format:
```
! RIJCOSX wB97M-V def2-TZVPD def2/J DEFGRID3
* xyz 0 1
C -3.37 0.11 -0.29
C -2.50 1.11 -0.69
C -2.88 -1.12 0.11
C -1.14 0.87 -0.71
C -1.52 -1.37 0.10
C -0.65 -0.37 -0.32
C 0.81 -0.58 -0.36
C 3.26 1.23 1.03
N 4.06 0.27 1.13
O 1.21 -1.73 0.19
O 1.60 0.20 -0.84
I 5.69 0.12 -0.08
H -4.44 0.30 -0.28
H -2.89 2.07 -0.99
H -3.57 -1.90 0.42
H -0.45 1.63 -1.03
H -1.13 -2.33 0.40
H 3.31 2.07 0.35
H 2.42 1.21 1.72
H 2.18 -1.80 0.15
*
```

The relative energy (zero: lowest compared OMol25 entry of this formula, charge and spin) comes out at 0.0 kcal per mole. The highest occupied orbital energy comes out at -9.2 eV. The HOMO-LUMO gap comes out at 9.4 eV. Its LUMO energy is 0.0080 Eh.



(6)
# C18H37BIrN6Si4

C18H37BIrN6Si4 as an isolated structure at a distorted geometry (wB97M-V/def2-TZVPD, the OMol25 dataset).

The geometry in ORCA input format:
```
! RIJCOSX wB97M-V def2-TZVPD def2/J DEFGRID3
* xyz 2 2
Ir 0.41 -0.27 -1.11
C -3.60 0.46 -2.50
C -2.75 -0.35 -1.76
N -1.50 0.11 -1.84
N -1.53 1.21 -2.63
C -2.78 1.45 -3.02
B -0.23 2.04 -2.67
N 0.92 0.99 -2.69
C 2.05 1.16 -3.27
C 3.25 0.48 -2.89
C 3.30 -0.27 -1.73
N 2.26 -0.57 -0.99
N -0.05 2.55 -1.22
C -0.08 3.72 -0.59
C 0.12 3.51 0.77
C 0.27 2.14 0.91
N 0.16 1.56 -0.29
H -4.67 0.35 -2.63
H -2.97 -1.23 -1.19
H -3.02 2.29 -3.66
H -0.23 2.87 -3.53
H 2.11 1.91 -4.05
H 4.15 0.66 -3.45
H 4.28 -0.63 -1.41
H -0.23 4.64 -1.14
H 0.14 4.25 1.55
H 0.44 1.55 1.80
C -2.01 -4.88 1.38
Si -1.92 -3.03 1.41
C -1.51 -2.35 3.09
C -3.56 -2.37 0.85
Si -0.16 -2.30 -0.11
Si -0.15 -3.55 -2.44
C -1.80 -3.13 -3.12
C 0.04 -5.33 -1.99
C 1.30 -2.88 -3.38
Si 2.23 -3.04 1.06
C 1.76 -4.81 1.18
C 1.91 -1.95 2.51
C 3.91 -2.83 0.35
H -2.84 -5.19 2.02
H -1.12 -5.39 1.74
H -2.23 -5.25 0.37
H -2.44 -2.30 3.67
H -1.10 -1.34 3.05
H -0.83 -2.99 3.65
H -4.31 -2.72 1.55
H -3.85 -2.75 -0.14
H -3.60 -1.28 0.84
H -2.61 -3.41 -2.44
H -1.94 -3.70 -4.04
H -1.89 -2.07 -3.36
H -0.68 -5.66 -1.25
H 1.05 -5.55 -1.63
H -0.11 -5.93 -2.90
H 1.26 -1.79 -3.46
H 1.30 -3.29 -4.40
H 2.24 -3.16 -2.91
H 0.85 -4.96 1.76
H 2.58 -5.34 1.68
H 1.63 -5.26 0.20
H 1.16 -2.37 3.18
H 1.58 -0.95 2.21
H 2.85 -1.84 3.06
H 4.01 -3.24 -0.65
H 4.58 -3.40 1.01
H 4.23 -1.79 0.35
*
```

The highest occupied orbital energy (spin up / spin down) comes out at -13.9 / -13.7 eV. The HOMO-LUMO gap (spin up / spin down) comes out at 5.2 / 5.1 eV. Its LUMO energy (spin up / spin down) is -0.3212 / -0.3177 Eh.



(7)
# C3H13NO3

A 3-piece molecular cluster, C3H13NO3 overall at a distorted geometry (wB97M-V/def2-TZVPD, the OMol25 dataset).

The geometry in ORCA input format:
```
! RIJCOSX wB97M-V def2-TZVPD def2/J DEFGRID3
* xyz 0 1
C -2.13 0.25 0.08
C -1.05 -0.78 -0.19
C -0.62 -0.99 -1.63
O 0.54 -1.77 -1.83
N -2.32 0.47 1.52
H -1.88 1.21 -0.39
H -3.04 -0.10 -0.42
H -0.19 -0.56 0.46
H -1.43 -1.69 0.31
H -1.52 -1.36 -2.14
H -0.40 0.01 -2.00
H 0.29 -2.68 -1.69
H -1.52 0.07 1.97
H -2.29 1.46 1.73
H 0.89 -2.62 0.00
H 1.39 -3.23 1.43
O 1.25 -3.37 0.49
H 4.59 5.29 -0.01
H 4.54 4.86 1.44
O 4.88 5.53 0.86
*
```

Its SMILES is NCCCO.O.O. The relative energy (zero: lowest compared OMol25 entry of this formula, charge and spin) comes out at 26.5 kcal per mole. The highest occupied orbital energy comes out at -9.7 eV. The HOMO-LUMO gap comes out at 10.4 eV. Its LUMO energy is 0.0271 Eh.



(8)
# C18H43N8O5S

A 6-piece molecular cluster, C18H43N8O5S overall at a distorted geometry (wB97M-V/def2-TZVPD, the OMol25 dataset).

The geometry in ORCA input format:
```
! RIJCOSX wB97M-V def2-TZVPD def2/J DEFGRID3
* xyz 1 1
N 5.27 -1.24 3.28
C 4.17 -0.73 2.82
N 3.74 0.54 2.95
C 2.27 0.45 3.16
C 2.03 -1.05 3.02
S 0.43 -1.66 2.51
N 3.19 -1.38 2.15
H 5.44 -2.23 3.20
H 5.94 -0.69 3.79
H 4.26 0.93 3.74
H 1.76 0.94 2.34
H 1.94 0.82 4.11
H 2.28 -1.47 3.99
H -0.25 -1.58 3.66
H 3.40 -2.36 1.99
C -5.45 -2.28 1.42
C -4.16 -2.01 2.16
O -4.02 -2.29 3.34
N -3.16 -1.42 1.47
C -3.12 -1.00 0.07
H -6.15 -2.75 2.11
H -5.89 -1.35 1.06
H -5.28 -2.95 0.58
H -2.34 -1.27 2.04
H -2.32 -1.52 -0.44
H -2.93 0.07 0.02
H -4.07 -1.21 -0.42
C -1.99 0.80 -4.32
C -2.06 1.40 -2.93
O -1.99 0.72 -1.92
N -2.20 2.75 -2.84
C -2.29 3.71 -3.92
H -1.89 -0.27 -4.23
H -2.91 1.02 -4.86
H -1.14 1.20 -4.87
H -2.24 3.09 -1.89
H -1.48 4.43 -3.84
H -3.24 4.25 -3.85
H -2.23 3.23 -4.89
C -5.80 -0.15 4.53
C -6.53 0.97 5.23
O -6.22 2.14 5.07
N -7.56 0.64 6.05
C -8.07 -0.68 6.36
H -5.02 0.27 3.92
H -5.35 -0.83 5.26
H -6.48 -0.71 3.89
H -8.00 1.44 6.48
H -9.12 -0.75 6.07
H -8.00 -0.86 7.43
H -7.51 -1.45 5.83
C 2.54 0.64 -7.70
C 1.22 -0.02 -7.36
O 0.16 0.44 -7.73
N 1.27 -1.17 -6.64
C 2.43 -1.87 -6.12
H 2.34 1.54 -8.28
H 3.07 0.92 -6.79
H 3.17 -0.03 -8.29
H 0.36 -1.56 -6.45
H 2.47 -2.88 -6.53
H 2.37 -1.94 -5.04
H 3.34 -1.35 -6.39
C 8.08 2.31 0.08
C 7.23 1.54 1.05
O 6.98 1.93 2.19
N 6.71 0.35 0.65
C 6.86 -0.34 -0.62
H 8.41 3.22 0.56
H 8.96 1.73 -0.20
H 7.51 2.56 -0.81
H 6.16 -0.08 1.38
H 5.88 -0.49 -1.07
H 7.32 -1.32 -0.46
H 7.48 0.23 -1.30
*
```

The highest occupied orbital energy comes out at -10.5 eV. The HOMO-LUMO gap comes out at 7.2 eV. Its LUMO energy is -0.1213 Eh.



(9)
# C15H26I2N10O3STb

C15H26I2N10O3STb as an isolated structure at a distorted geometry (wB97M-V/def2-TZVPD, the OMol25 dataset).

The geometry in ORCA input format:
```
! RIJCOSX wB97M-V def2-TZVPD def2/J DEFGRID3
* xyz 3 7
Tb 0.65 0.76 0.45
C -0.27 -3.80 3.61
N -0.26 -2.34 3.45
C -0.33 -1.54 4.68
C -0.25 -1.78 2.27
O -0.29 -0.52 2.10
C -0.14 -2.65 1.03
O -0.05 -1.76 -0.08
C -0.96 -2.00 -1.15
C -1.32 -0.67 -1.77
O -0.79 0.38 -1.30
N -2.17 -0.65 -2.77
C -2.54 0.60 -3.43
C -2.79 -1.88 -3.29
H -0.37 -4.03 4.66
H 0.67 -4.23 3.26
H -1.12 -4.24 3.08
H -1.31 -1.66 5.13
H -0.14 -0.50 4.43
H 0.43 -1.91 5.37
H -1.01 -3.31 0.95
H 0.75 -3.29 1.08
H -1.87 -2.48 -0.77
H -0.52 -2.67 -1.90
H -1.90 1.40 -3.08
H -3.59 0.83 -3.22
H -2.42 0.47 -4.51
H -2.03 -2.56 -3.68
H -3.44 -1.60 -4.11
H -3.39 -2.37 -2.52
N 2.31 4.29 -2.06
C 1.64 3.95 -0.97
N 1.55 2.62 -0.91
C 2.20 2.22 -2.04
N 2.68 3.20 -2.76
C 2.44 0.81 -2.36
C 2.84 0.42 -3.63
N 3.14 -0.84 -3.90
C 3.05 -1.70 -2.89
C 2.60 -1.33 -1.63
N 2.27 -0.06 -1.36
H 2.57 5.22 -2.38
H 1.27 4.65 -0.24
H 2.93 1.15 -4.43
H 3.33 -2.73 -3.09
H 2.50 -2.06 -0.84
N -1.53 2.26 0.69
N -1.87 2.67 2.00
C -0.89 2.91 2.90
N -1.25 3.44 4.06
S 0.75 2.56 2.61
H -1.47 3.08 0.09
H -2.27 1.66 0.34
H -2.78 3.09 2.12
H -2.20 3.72 4.27
H -0.54 3.63 4.75
I 3.24 -0.59 2.16
I 4.30 1.76 1.52
*
```

The relative energy (zero: lowest compared OMol25 entry of this formula, charge and spin) comes out at 117.4 kcal per mole. The highest occupied orbital energy (spin up / spin down) comes out at -15.3 / -17.2 eV. The HOMO-LUMO gap (spin up / spin down) comes out at 6.4 / 5.8 eV. Its LUMO energy (spin up / spin down) is -0.3302 / -0.4167 Eh.



(10)
# C27H30IN7O4RhS2Si

C27H30IN7O4RhS2Si as an isolated structure (wB97M-V/def2-TZVPD, the OMol25 dataset).

The geometry in ORCA input format:
```
! RIJCOSX wB97M-V def2-TZVPD def2/J DEFGRID3
* xyz 1 5
Rh 0.13 0.28 -0.16
C 1.94 2.54 2.41
C 2.61 1.28 1.96
C 3.84 0.89 2.53
C 4.45 -0.29 2.14
C 3.83 -1.08 1.18
C 2.62 -0.64 0.63
N 2.04 0.54 1.04
N 1.89 -1.25 -0.29
Si 2.00 -2.90 -1.05
C 0.45 -3.41 -1.99
C 3.12 -4.23 -0.35
C 3.07 -2.34 -2.51
H 1.93 2.60 3.49
H 0.92 2.58 2.04
H 2.48 3.41 2.03
H 4.29 1.52 3.28
H 5.39 -0.59 2.58
H 4.26 -2.02 0.85
H 0.07 -4.37 -1.65
H 0.62 -3.44 -3.06
H -0.35 -2.68 -1.79
H 2.79 -4.73 0.55
H 4.13 -3.84 -0.19
H 3.23 -4.98 -1.14
H 2.49 -1.89 -3.32
H 3.52 -3.24 -2.95
H 3.90 -1.67 -2.30
C 1.85 3.72 -1.60
C 0.57 3.80 -0.85
N -0.06 2.79 -0.29
C -1.19 3.23 0.36
C -1.43 4.57 0.28
S -0.19 5.32 -0.63
C -2.05 2.27 1.04
C -3.00 2.57 1.97
S -3.88 1.16 2.36
C -2.93 0.25 1.28
N -1.98 0.94 0.68
C -3.30 -1.16 0.97
H 2.58 3.13 -1.05
H 2.26 4.72 -1.75
H 1.70 3.27 -2.58
H -2.26 5.12 0.67
H -3.21 3.52 2.42
H -3.90 -1.58 1.77
H -2.41 -1.77 0.82
H -3.90 -1.17 0.06
I 3.72 0.70 -5.33
C 2.06 0.57 -4.13
C 0.75 0.42 -4.52
N 0.02 0.36 -3.39
N 0.79 0.46 -2.29
C 2.03 0.57 -2.73
H 0.29 0.34 -5.49
H -0.97 0.21 -3.29
H 2.84 0.63 -2.03
O 0.80 -3.28 0.68
C 0.03 -2.59 1.38
O -0.34 -1.41 1.15
C -0.53 -3.22 2.63
C -0.51 -4.61 2.78
C -1.02 -5.19 3.92
C -1.54 -4.36 4.90
C -1.56 -2.98 4.79
C -1.06 -2.42 3.63
N -2.08 -4.97 6.14
O -2.61 -4.22 6.94
O -2.03 -6.18 6.23
H -0.08 -5.21 1.99
H -1.02 -6.26 4.07
H -1.97 -2.39 5.59
H -1.07 -1.34 3.49
*
```

The relative energy (zero: lowest compared OMol25 entry of this formula, charge and spin) comes out at 17.2 kcal per mole. The highest occupied orbital energy (spin up / spin down) comes out at -11.2 / -11.5 eV. The HOMO-LUMO gap (spin up / spin down) comes out at 8.8 / 7.0 eV. Its LUMO energy (spin up / spin down) is -0.0890 / -0.1673 Eh.



(11)
# C16H10CuF3N3O9Te

C16H10CuF3N3O9Te as an isolated structure at a distorted geometry (wB97M-V/def2-TZVPD, the OMol25 dataset).

The geometry in ORCA input format:
```
! RIJCOSX wB97M-V def2-TZVPD def2/J DEFGRID3
* xyz -1 1
Cu 0.06 0.64 -0.28
O 5.11 -1.40 -5.21
N 5.33 -1.54 -4.02
O 6.33 -2.08 -3.58
C 4.43 -0.91 -3.08
C 4.70 -0.98 -1.72
C 3.83 -0.38 -0.86
C 2.68 0.42 -1.25
O 2.06 1.13 -0.41
C 2.45 0.37 -2.67
C 3.30 -0.25 -3.55
N 1.27 1.00 -3.25
O 0.42 1.45 -2.50
O 1.17 1.03 -4.46
N 4.12 -0.51 0.57
O 3.19 -0.68 1.32
O 5.29 -0.47 0.92
H 5.57 -1.49 -1.35
H 3.09 -0.23 -4.61
C 2.03 1.48 3.68
Te 0.23 1.48 2.52
C -0.50 0.38 4.19
C 0.31 0.85 5.36
C -0.15 0.77 6.67
C 0.63 1.22 7.73
C 1.88 1.75 7.48
C 2.35 1.84 6.17
C 1.57 1.40 5.11
H 2.62 2.37 3.49
H 2.61 0.61 3.40
H -0.34 -0.69 4.00
H -1.57 0.54 4.30
H -1.13 0.35 6.86
H 0.26 1.15 8.74
H 2.50 2.11 8.30
H 3.33 2.27 5.97
F -4.25 -1.51 1.46
C -3.84 -0.86 0.36
F -4.82 0.01 0.02
F -3.77 -1.76 -0.63
C -2.51 -0.10 0.60
O -2.45 0.53 1.65
O -1.68 -0.22 -0.34
*
```

The relative energy (zero: lowest compared OMol25 entry of this formula, charge and spin) comes out at 1.0 kcal per mole. The highest occupied orbital energy comes out at -5.0 eV. The HOMO-LUMO gap comes out at 6.5 eV. Its LUMO energy is 0.0548 Eh.